(1)
Entry from the Open Molecules 2025 dataset: a molecular structure, C3H8N2O4 at a distorted geometry (wB97M-V/def2-TZVPD).

```
17
Properties=species:S:1:pos:R:3
C -0.534 -0.573 1.919
C 0.326 -0.363 0.683
O 1.144 -1.507 0.424
O 1.038 0.812 0.674
H 1.941 -1.384 0.955
H -1.213 0.268 2.032
H 0.124 -0.616 2.786
H -1.110 -1.490 1.825
C -0.495 -0.064 -0.620
N 0.460 1.881 -1.548
O -1.852 -0.267 -0.532
O 0.049 -0.655 -1.747
N -0.170 1.391 -0.526
H -2.224 -0.207 -1.421
H 0.676 -1.326 -1.417
H 1.094 1.255 -2.053
H 0.747 2.846 -1.434
```

Its gap between HOMO and LUMO is 10.2 eV. Its charge is 0. The value obtained for the highest occupied orbital energy is -9.43 eV. For the max |F|, the calculation gives 1.39 eV/Å. The spin multiplicity is 1. The energy relative to the best compared isomer or geometry (same formula, charge and spin) comes out at 4.019 eV.

Now the Mulliken charges, all in e: C -1.462; C 1.190; O -0.586; O -0.581; H 0.366; H 0.354; H 0.365; H 0.309; C 0.331; N -0.323; O -0.495; O -0.666; N -0.071; H 0.394; H 0.388; H 0.231; H 0.255

(2)
Entry from the Open Molecules 2025 dataset: 2 unconnected molecules or ions with the total composition C3H8N2O5 at a distorted geometry (wB97M-V/def2-TZVPD).

```
18
Properties=species:S:1:pos:R:3
N -0.354 1.064 0.193
C 0.222 -0.251 0.305
O -0.187 -0.991 -0.816
O -0.178 -0.861 1.485
C 1.776 -0.177 0.303
O 2.301 -1.479 0.285
O 2.201 0.519 -0.813
H -0.144 1.603 1.027
H -0.100 1.531 -0.697
H 0.324 -1.814 -0.815
H -1.143 -0.756 1.556
H 2.125 0.385 1.180
H 2.026 -1.924 1.095
H 1.980 -0.009 -1.593
N -2.714 1.319 -1.169
C -2.677 0.607 -0.201
O -2.848 0.081 0.824
H -2.608 1.153 -2.151
```

Its gap between HOMO and LUMO is 10.1 eV. Its charge is 0. The value obtained for the highest occupied orbital energy is -9.57 eV. For the max |F|, the calculation gives 1.26 eV/Å. The spin multiplicity is 1. As for the structure (SMILES): NC(O)(O)C(O)O.N=C=O. The energy relative to the best compared isomer or geometry (same formula, charge and spin) comes out at 0.653 eV.

Now the Mulliken charges, all in e: N -0.495; C 0.436; O -0.546; O -0.568; C -0.242; O -0.550; O -0.517; H 0.223; H 0.268; H 0.421; H 0.440; H 0.389; H 0.359; H 0.396; N -0.503; C 0.712; O -0.515; H 0.292

(3)
Entry from the Open Molecules 2025 dataset: a single C3H8N2OS molecule at a distorted geometry (wB97M-V/def2-TZVPD).

```
15
Properties=species:S:1:pos:R:3
N 0.832 -1.002 -1.914
C 0.439 0.224 -1.223
O 0.109 1.169 -1.887
C 0.032 -0.114 0.167
N -1.266 -0.806 0.114
C -0.223 1.090 1.143
S -0.217 0.430 2.833
H 1.796 -1.317 -1.938
H 0.567 -0.900 -2.891
H 0.815 -0.807 0.543
H -1.384 -1.546 0.789
H -1.431 -1.109 -0.831
H 0.364 1.991 0.916
H -1.209 1.444 0.870
H 0.776 1.253 3.307
```

Its gap between HOMO and LUMO is 9.9 eV. Its charge is 0. The value obtained for the highest occupied orbital energy is -9.10 eV. For the max |F|, the calculation gives 2.87 eV/Å. The spin multiplicity is 1. As for the structure (SMILES): NC(=O)[C@H](N)CS. The energy relative to the best compared isomer or geometry (same formula, charge and spin) comes out at 1.454 eV.

Now the Mulliken charges, all in e: N -0.483; C 0.172; O -0.511; C 0.380; N -0.589; C -0.763; S -0.246; H 0.224; H 0.257; H 0.190; H 0.224; H 0.235; H 0.423; H 0.348; H 0.137

(4)
Entry from the Open Molecules 2025 dataset: a single C3H8N2OS molecule at a distorted geometry (wB97M-V/def2-TZVPD).

```
15
Properties=species:S:1:pos:R:3
N -1.289 -1.326 -0.568
C -0.052 -1.359 0.043
O 0.803 -2.170 -0.240
C 0.428 -0.113 0.799
N 1.679 -0.363 1.462
C 0.607 0.994 -0.279
S -0.999 1.938 -0.637
H -1.912 -0.614 -0.229
H -1.495 -1.860 -1.391
H -0.413 0.287 1.458
H 2.057 -1.266 1.233
H 2.129 0.301 2.053
H 0.854 0.618 -1.260
H 1.191 1.814 0.128
H -1.556 1.985 0.538
```

Its gap between HOMO and LUMO is 9.8 eV. Its charge is 0. The value obtained for the highest occupied orbital energy is -9.07 eV. For the max |F|, the calculation gives 2.53 eV/Å. The spin multiplicity is 1. As for the structure (SMILES): NC(=O)[C@@H](N)CS. The energy relative to the best compared isomer or geometry (same formula, charge and spin) comes out at 0.982 eV.

Now the Mulliken charges, all in e: N -0.385; C 0.436; O -0.611; C 0.260; N -0.498; C -0.649; S -0.252; H 0.215; H 0.206; H 0.209; H 0.178; H 0.171; H 0.297; H 0.318; H 0.104